1.
Computed, not measured: a molecular structure, C31H28F6N8O23S6VY at a distorted geometry, with ωB97M-V with the def2-TZVPD basis set.

Structure (XYZ):
```
104
Properties=species:S:1:pos:R:3:forces:R:3:mulliken_charge:R:1
V -3.208 2.670 0.753 0.338 -2.898 -0.298 1.2561
Y -3.259 -1.642 1.339 2.474 2.191 -0.672 1.5861
N -3.800 2.670 2.665 -0.686 -3.953 2.241 0.0256
S -4.397 1.328 3.628 -4.442 -4.531 -1.979 0.7555
O -4.436 1.274 5.062 1.545 0.834 -2.175 -0.3980
O -4.160 0.058 2.884 0.494 1.910 0.864 -0.4027
F -5.971 1.546 3.289 2.034 -0.072 -0.024 -0.2496
S -3.905 3.678 3.907 1.076 9.593 2.144 0.8393
O -2.817 3.706 4.841 -1.182 -1.961 -0.613 -0.4910
O -5.232 4.125 4.255 1.492 -2.212 -0.481 -0.4735
F -3.413 4.937 3.007 -0.297 -0.819 -0.733 -0.2966
N -5.229 -1.150 0.508 -1.196 5.879 -1.914 0.2113
S -5.798 0.305 -0.278 3.082 3.634 -3.253 0.7572
O -4.891 1.466 0.074 -1.799 -2.224 -0.319 -0.3953
O -7.192 0.601 -0.498 2.383 -0.829 1.633 -0.4533
F -5.323 -0.160 -1.759 -0.173 0.955 1.940 -0.1788
S -6.640 -1.789 0.487 -7.337 -7.702 3.336 0.8863
O -7.141 -2.276 -0.777 1.099 1.832 1.291 -0.4756
O -7.574 -1.524 1.606 2.707 0.859 -3.141 -0.5278
F -5.964 -3.135 1.087 0.951 -0.685 0.297 -0.3692
N -2.503 3.567 -0.837 0.100 -1.637 -4.065 -0.0163
S -2.318 3.266 -2.587 -0.813 -8.241 -4.704 0.6008
O -1.022 2.718 -3.024 -2.607 2.387 1.642 -0.3482
O -3.203 4.003 -3.478 1.974 -0.727 2.416 -0.4595
F -3.098 1.817 -2.366 0.157 1.390 -0.116 -0.1852
S -2.015 5.009 -1.239 3.782 10.114 6.318 0.7691
O -2.972 6.031 -1.477 -1.042 -1.100 -3.251 -0.5155
O -0.592 5.243 -1.524 -2.837 -2.129 -1.308 -0.4475
F -1.977 5.416 0.276 0.845 -0.750 3.451 -0.3319
C -1.121 0.534 0.136 0.026 -0.895 -0.407 1.2549
O -2.422 0.627 0.736 -1.093 1.496 0.141 1.2479
H -1.105 -0.375 -0.465 0.096 -0.314 0.091 -1.3828
H -0.918 1.274 -0.639 0.057 0.516 0.472 -0.3142
H -0.356 0.446 0.907 0.127 0.422 -0.183 0.2291
C -2.081 -0.108 -5.733 -0.006 0.090 0.798 -0.6893
C -3.221 -0.901 -5.856 0.457 -0.299 0.600 -0.7813
C -3.716 -1.606 -4.750 0.609 -0.571 -0.595 -0.8248
C -3.036 -1.580 -3.511 -0.003 1.675 -1.696 0.2872
C -1.867 -0.800 -3.402 -0.255 0.100 -0.696 0.9891
C -1.384 -0.083 -4.536 -0.779 -0.666 1.409 -0.6436
N -3.604 -2.272 -2.369 1.547 -0.968 -0.929 0.5446
O -4.323 -3.220 -2.537 -0.109 0.897 0.681 -0.5474
O -3.089 -1.941 -1.275 -0.598 0.028 1.590 0.1158
H -1.734 0.545 -6.520 -0.029 -0.273 -0.337 0.4641
H -3.603 -1.028 -6.859 -0.627 -0.014 0.197 0.4203
H -4.518 -2.306 -4.935 -0.298 0.125 0.327 0.5360
H -1.352 -0.754 -2.454 0.136 0.038 -0.221 -0.2866
H -0.501 0.529 -4.427 0.038 -0.111 0.071 0.5493
C 3.080 -1.557 5.425 -3.953 0.202 -1.322 -0.7741
C 2.665 -0.717 4.306 2.270 -0.960 1.236 -0.5317
C 1.363 -0.453 3.960 -0.025 1.180 -0.249 -0.3736
C 0.354 -0.975 4.720 -0.277 -0.106 -1.364 0.3392
C 0.681 -1.883 5.660 -1.203 -1.344 2.944 -0.5830
C 1.964 -2.143 6.107 2.554 1.389 -0.921 -0.5988
N -1.050 -0.759 4.311 -2.184 -1.058 1.262 1.0422
O -1.319 -0.675 3.082 0.382 -0.195 0.760 -0.3908
O -1.949 -0.791 5.170 2.271 0.140 -1.878 -0.4777
H 4.086 -1.859 5.674 0.120 0.528 -0.074 0.4763
H 3.472 -0.281 3.735 -0.100 0.239 -0.228 0.5946
H 1.051 0.239 3.191 0.623 0.118 -0.368 0.5147
H -0.094 -2.397 6.209 -0.345 0.091 0.026 0.4575
H 2.188 -2.658 7.030 -0.485 -0.576 -0.159 0.4281
C 5.967 3.568 -1.644 2.046 -0.905 0.860 -0.2097
C 6.092 2.758 -0.478 -1.075 0.792 -1.203 -0.7443
C 4.921 2.296 0.077 -0.818 -0.681 -0.376 -0.3461
C 3.684 2.617 -0.535 0.844 0.521 -0.574 -0.0057
C 3.610 3.373 -1.708 0.043 0.997 0.978 -0.0850
C 4.793 3.908 -2.236 -1.029 -0.794 0.007 -0.7515
N 2.442 2.085 0.013 0.194 -2.179 0.525 0.8382
O 1.373 2.510 -0.354 -0.053 0.571 -0.083 -0.5091
O 2.533 1.087 0.763 0.023 1.203 -0.433 -0.3386
H 6.888 3.834 -2.142 0.134 0.358 0.075 0.4032
H 7.062 2.483 -0.091 -0.035 0.049 0.028 0.4505
H 4.922 1.545 0.852 -0.015 0.271 0.327 0.4106
H 2.660 3.722 -2.086 -0.187 -0.432 -0.136 0.4909
H 4.808 4.489 -3.146 -0.213 0.093 0.043 0.4203
C 6.076 -1.147 -1.723 1.238 1.705 -0.868 -0.7238
C 5.126 -1.808 -1.041 -2.245 -1.018 0.444 -0.3531
C 3.776 -1.610 -1.377 -0.315 1.639 -0.139 0.3107
C 3.418 -0.582 -2.293 -0.208 -2.112 1.163 0.0889
C 4.397 0.141 -2.944 0.618 0.115 -0.135 -0.5330
C 5.729 -0.194 -2.683 -0.373 -0.077 -0.134 -0.6513
N 1.941 -0.411 -2.582 0.054 0.185 0.287 1.1782
O 1.661 0.458 -3.366 0.194 0.491 -0.384 -0.5883
O 1.068 -1.100 -2.044 1.312 -0.010 0.228 -0.5429
H 7.112 -1.223 -1.428 0.157 -0.327 -0.259 0.4374
H 5.415 -2.512 -0.275 -0.191 -0.077 0.105 0.4168
H 2.948 -2.025 -0.821 0.154 -0.509 -0.067 0.0040
H 4.215 0.977 -3.603 -0.382 -0.208 -0.178 0.5474
H 6.506 0.276 -3.268 0.036 0.264 0.157 0.4298
C 3.598 -4.235 1.570 -0.896 -2.193 -2.021 -1.0784
C 2.997 -5.112 0.633 -0.827 0.905 0.417 -0.4571
C 1.727 -4.822 0.112 -0.238 0.939 0.880 -0.7873
C 1.053 -3.633 0.594 0.823 -0.310 -0.542 0.0270
C 1.701 -2.750 1.446 -0.248 -0.099 0.656 0.7770
C 2.922 -3.115 1.961 2.165 0.300 0.189 -0.4397
N -0.276 -3.200 0.119 -0.542 -2.477 -3.755 0.9935
O -1.019 -2.558 0.868 -0.811 0.874 1.485 -0.5270
O -0.683 -3.557 -0.999 1.433 0.650 2.582 -0.4911
H 4.603 -4.530 1.831 0.045 0.495 0.629 0.4707
H 3.535 -6.012 0.375 -0.205 -0.057 -0.349 0.4523
H 1.273 -5.514 -0.582 -0.254 0.180 -0.057 0.5524
H 1.327 -1.789 1.768 -0.506 -0.042 -0.281 0.0854
H 3.604 -2.519 2.547 -0.914 0.877 0.400 0.4149
```
Positions in Å, forces in eV/Å.

Net charge = +2
Frontier orbital gap (alpha / beta) = 0.1816 / 0.2214 Ha
LUMO energy (alpha / beta) = -8.96 / -7.88 eV
Largest force on an atom = 12.510 eV Å⁻¹
Multiplicity = 3
HOMO energy (alpha / beta) = -0.5110 / -0.5110 hartree

2.
Computed, not measured: a molecular structure, C31H28N4O8STc, with ωB97M-V with the def2-TZVPD basis set.

Structure (XYZ):
```
73
Properties=species:S:1:pos:R:3:forces:R:3:mulliken_charge:R:1
Tc 0.126 0.124 0.505 0.187 -0.122 -0.210 -0.6924
S 4.114 0.735 2.584 -0.003 -0.011 0.010 -0.3769
C 3.848 -0.962 2.567 0.002 -0.011 0.002 -0.5419
C 2.700 -1.304 1.922 -0.007 0.005 -0.039 -0.8543
C 1.976 -0.186 1.401 -0.033 0.023 0.056 0.5093
C 2.642 0.979 1.706 0.019 0.025 -0.016 0.5064
C 2.095 2.256 1.314 0.022 0.009 -0.014 0.6760
C 2.644 3.509 1.602 0.030 -0.021 -0.012 -1.0351
C 2.003 4.644 1.159 -0.031 0.018 -0.018 -0.3932
C 0.824 4.528 0.427 0.024 0.009 -0.004 -1.1950
C 0.336 3.261 0.183 -0.003 -0.020 -0.075 -0.4240
N 0.944 2.158 0.616 -0.078 -0.009 0.140 0.4777
H 4.560 -1.618 3.045 0.009 -0.006 0.006 0.4684
H 2.360 -2.326 1.821 -0.010 -0.022 -0.004 0.5279
H 3.559 3.571 2.176 0.007 -0.004 0.004 0.4321
H 2.414 5.621 1.381 0.004 0.009 -0.001 0.4047
H 0.295 5.395 0.058 0.002 0.007 -0.003 0.4317
H -0.573 3.091 -0.382 -0.017 0.016 0.017 0.5254
C -1.340 -4.583 2.960 0.001 -0.004 0.003 -1.7901
C -2.242 -3.578 2.231 -0.019 0.001 0.033 1.8886
C -3.233 -2.967 3.232 -0.007 -0.001 -0.002 -1.5422
C -3.024 -4.305 1.129 0.010 0.005 -0.017 -1.6523
C -1.430 -2.507 1.635 -0.033 -0.109 -0.065 -0.1848
C -0.778 -1.618 1.122 0.096 0.087 0.033 -0.0534
H -1.936 -5.389 3.398 -0.008 -0.003 0.004 0.4205
H -0.783 -4.087 3.756 0.003 0.008 0.001 0.3586
H -0.619 -5.017 2.266 0.002 -0.004 -0.007 0.3351
H -3.858 -3.744 3.680 -0.006 -0.011 0.009 0.4295
H -3.881 -2.245 2.730 -0.004 0.004 -0.006 0.2288
H -2.699 -2.446 4.028 0.009 0.004 0.001 0.3316
H -3.655 -5.088 1.560 -0.006 -0.014 0.004 0.4242
H -2.338 -4.763 0.415 0.009 0.000 -0.001 0.3283
H -3.657 -3.603 0.585 -0.008 0.007 0.004 0.3225
O -5.670 2.187 5.099 -0.020 -0.017 0.009 -0.6612
N -5.982 1.892 3.958 0.046 0.048 -0.031 1.0760
O -7.132 1.855 3.552 -0.007 -0.019 0.016 -0.6579
C -4.920 1.580 3.021 -0.072 0.004 0.044 -0.8350
C -5.238 1.220 1.718 0.026 -0.035 0.036 -0.3065
C -4.242 0.915 0.833 0.005 -0.086 -0.055 -0.7400
C -2.823 0.963 1.160 -0.016 -0.080 -0.050 0.9411
O -1.923 0.793 0.318 -0.196 0.234 0.157 -0.0154
C -2.602 1.314 2.553 0.094 0.040 0.067 0.1461
C -3.607 1.631 3.438 -0.015 -0.036 -0.078 -0.2787
N -1.266 1.410 3.112 -0.111 -0.074 -0.048 0.7434
O -0.338 0.759 2.635 0.004 0.106 0.031 -0.3270
O -1.105 2.107 4.093 0.018 0.030 0.065 -0.6721
N -4.703 0.500 -0.501 0.137 0.200 -0.041 0.9766
O -3.916 -0.013 -1.262 -0.013 -0.101 0.059 -0.5560
O -5.877 0.706 -0.774 -0.073 -0.019 -0.021 -0.7037
H -6.268 1.164 1.401 0.012 0.006 0.004 0.6492
H -3.365 1.910 4.451 0.000 -0.002 0.002 0.6567
C 1.713 1.168 -3.335 0.087 -0.118 -0.004 -0.9176
O 1.389 1.204 -1.967 -0.184 0.144 -0.010 -0.1603
C 0.356 0.284 -1.562 0.140 0.056 -0.063 1.9593
C -0.853 0.266 -2.466 0.007 0.050 0.018 -1.9834
H 0.915 1.572 -3.968 -0.018 -0.004 0.006 0.3134
H 1.942 0.151 -3.677 -0.008 -0.023 0.017 0.2535
H 2.604 1.784 -3.465 -0.012 0.007 -0.009 0.2722
H -1.176 1.277 -2.731 0.021 0.039 0.038 0.4589
H -1.682 -0.212 -1.955 -0.020 -0.057 -0.008 0.3099
H -0.659 -0.279 -3.397 0.014 0.020 -0.028 0.4318
C 0.805 -0.874 -0.893 0.039 -0.149 -0.023 -0.6699
C 1.403 -2.137 -1.296 -0.064 -0.021 0.022 0.1772
C 0.592 -3.159 -1.796 -0.013 -0.035 0.065 -0.0972
C 1.152 -4.351 -2.227 0.006 -0.008 -0.009 -0.8258
C 2.527 -4.540 -2.177 -0.001 -0.002 -0.002 -0.4333
C 3.337 -3.526 -1.685 0.015 -0.004 0.005 -0.8324
C 2.782 -2.334 -1.242 -0.006 0.023 -0.046 -0.1907
H -0.481 -3.017 -1.814 -0.013 0.017 0.009 0.4905
H 0.509 -5.139 -2.599 -0.001 -0.004 -0.005 0.4029
H 2.963 -5.472 -2.514 0.004 -0.009 -0.002 0.3864
H 4.411 -3.664 -1.638 0.006 -0.004 0.001 0.3991
H 3.410 -1.546 -0.850 0.016 0.017 0.025 0.5280
```
Positions in Å, forces in eV/Å.

Net charge = -1
Frontier orbital gap = 0.2029 Ha
LUMO energy = 1.40 eV
Largest force on an atom = 0.343 eV Å⁻¹
Relative energy (zero: lowest compared OMol25 entry of this formula, charge and spin) = 1.2190 eV
Multiplicity = 1
HOMO energy = -0.1513 hartree

- The highest net charge belongs to which entry?
  C31H28F6N8O23S6VY

- Which formula does entry 2 have?
  C31H28N4O8STc

- Among the records above, which one has the lowest multiplicity?
  C31H28N4O8STc